The following is a quantum chemistry calculation of C21H26N6O2 in the gas phase, from the OMol25 dataset.

Each line ends with the Löwdin charge.
Geometry (Å):
C -7.62519 1.07054 -0.67436  -0.062
C -6.30466 1.76358 -0.97811  -0.218
O -5.19447 0.88586 -0.79663  -0.008
C -4.76600 0.73739 0.47685  -0.545
O -5.21532 1.33319 1.42773  0.091
N -3.76656 -0.17140 0.55209  -0.032
C -3.20103 -0.80006 -0.62714  -0.110
C -2.19592 -1.86323 -0.20135  -0.124
N -1.16023 -1.26973 0.61316  -0.050
C 0.14084 -1.50129 0.34403  -0.224
N 0.41114 -2.38079 -0.62200  0.156
C 1.66981 -2.69496 -0.92130  -0.400
C 1.85796 -3.68356 -2.02681  -0.026
N 2.75640 -2.22077 -0.34350  0.181
C 2.50351 -1.32297 0.61263  -0.251
C 1.21776 -0.88692 1.02733  -0.052
C 1.50828 0.07362 2.02580  -0.096
N 2.80123 0.19488 2.19544  0.108
N 3.40683 -0.65573 1.35420  -0.092
C 4.83667 -0.69008 1.23395  -0.116
C 5.27597 -0.20313 -0.15645  -0.130
C 4.68741 1.15144 -0.43215  -0.241
C 5.25583 2.29411 0.11572  -0.045
C 4.67511 3.53356 -0.08148  -0.085
C 3.51252 3.64498 -0.82488  -0.096
C 2.93937 2.51216 -1.37588  -0.081
C 3.52493 1.27372 -1.18159  -0.045
C -1.57990 -0.32047 1.62145  -0.120
C -3.09127 -0.39620 1.81009  -0.111
H -7.65852 0.78813 0.37493  0.075
H -7.73304 0.17806 -1.28643  0.077
H -8.44856 1.74738 -0.88354  0.077
H -6.17956 2.63507 -0.32741  0.121
H -6.25060 2.06910 -2.02523  0.123
H -2.70469 -0.04612 -1.25100  0.137
H -4.00298 -1.25111 -1.21817  0.130
H -2.70498 -2.65944 0.35403  0.132
H -1.70675 -2.30611 -1.07027  0.115
H 2.91095 -3.92962 -2.11976  0.072
H 1.28038 -4.58116 -1.81983  0.077
H 1.49653 -3.26055 -2.96217  0.078
H 0.84701 0.67762 2.61376  0.097
H 5.18819 -1.71370 1.39591  0.125
H 5.22547 -0.03606 2.01691  0.124
H 4.92580 -0.92291 -0.89727  0.101
H 6.36610 -0.16510 -0.18274  0.117
H 6.16109 2.21062 0.70050  0.113
H 5.12753 4.41486 0.34946  0.101
H 3.05468 4.61188 -0.97415  0.099
H 2.03228 2.59265 -1.95777  0.101
H 3.07582 0.39080 -1.61479  0.108
H -1.08679 -0.55039 2.57150  0.126
H -1.29768 0.69805 1.32209  0.139
H -3.42901 0.37485 2.50562  0.130
H -3.36970 -1.37457 2.21899  0.133

F_max in eV/Å: 0.97
HOMO energy in eV: -8.213
ΔE to the lowest compared entry with this formula, charge and spin in kJ/mol: 13.4
Orbital gap in eV: 8.8
SMILES: CCOC(=O)N1CCN(c2nc(C)nc3c2cnn3CCc2ccccc2)CC1


The following is a quantum chemistry calculation of C21H26N6O4 in the gas phase at a distorted geometry, from the OMol25 dataset.

Each line ends with the Löwdin charge.
Geometry (Å):
C -4.47959 -1.15094 2.33701  -0.054
C -5.36914 -0.26558 1.47645  -0.206
O -4.62636 0.80369 0.88725  -0.005
C -3.94212 0.53064 -0.22821  -0.468
O -3.94533 -0.54377 -0.76885  0.120
C -3.20574 1.76979 -0.71585  -0.210
C -2.25484 2.28875 0.37010  -0.107
C -1.09538 1.30675 0.56034  -0.134
N -0.38926 1.12823 -0.68483  -0.039
C 0.85957 1.54972 -0.98901  -0.456
O 1.32600 1.39335 -2.10233  0.032
C 1.63830 2.23372 0.13242  -0.086
C 3.05099 2.62938 -0.32509  -0.096
C 4.10420 1.78429 0.28307  -0.293
N 5.12496 2.19337 1.00384  0.057
N 5.87307 1.15232 1.35413  0.046
C 5.31699 0.07103 0.84704  -0.289
C 5.65160 -1.29924 0.86964  0.026
C 4.83418 -2.15650 0.20720  0.010
C 3.66535 -1.65770 -0.46595  -0.318
N 2.88262 -2.51475 -1.17100  0.049
C 1.60317 -2.09006 -1.69411  -0.096
C 0.50160 -2.24341 -0.69252  -0.262
C 0.43204 -1.91939 0.63069  -0.030
C -0.85913 -2.30912 1.06700  -0.077
C -1.47636 -2.84004 -0.02218  -0.131
O -0.65713 -2.81092 -1.08733  0.042
N 3.33618 -0.39066 -0.46937  0.190
N 4.17148 0.43486 0.15428  0.020
C -1.23171 0.57596 -1.72853  -0.122
C -2.42521 1.49124 -2.00185  -0.104
H -5.08380 -1.91115 2.82336  0.080
H -3.73160 -1.63870 1.71651  0.053
H -3.97917 -0.55538 3.09719  0.081
H -5.83288 -0.85550 0.67930  0.123
H -6.13976 0.22262 2.07598  0.124
H -3.97560 2.52695 -0.90270  0.156
H -2.79291 2.41701 1.30934  0.117
H -1.85880 3.25798 0.06042  0.125
H -0.42730 1.66264 1.34164  0.117
H -1.49272 0.33131 0.86779  0.117
H 1.08696 3.12423 0.43898  0.120
H 1.69542 1.55655 0.98596  0.115
H 3.27484 3.66436 -0.07212  0.118
H 3.09012 2.50931 -1.41316  0.117
H 6.53399 -1.61741 1.39968  0.119
H 5.03625 -3.21587 0.17509  0.108
H 2.98858 -3.49675 -0.96749  0.142
H 1.71095 -1.03901 -1.98126  0.107
H 1.36178 -2.68453 -2.57844  0.135
H 1.19940 -1.45814 1.21759  0.108
H -1.25743 -2.21351 2.05704  0.099
H -2.45737 -3.24464 -0.17109  0.123
H -0.62169 0.46800 -2.62586  0.127
H -1.59648 -0.40533 -1.41869  0.110
H -3.07525 1.01254 -2.73421  0.123
H -2.07051 2.43739 -2.41427  0.126

F_max in eV/Å: 1.54
HOMO energy in eV: -8.384
ΔE to the lowest compared entry with this formula, charge and spin in kJ/mol: 132.0
Orbital gap in eV: 8.8
SMILES: CCOC(=O)C1CCN(C(=O)CCc2nnc3ccc(NCc4ccco4)nn23)CC1


The following is a quantum chemistry calculation of a molecular structure, C21H27BMnN9O5S at a distorted geometry, from the OMol25 dataset.

Each line ends with the Löwdin charge.
Geometry (Å):
Mn 0.99021 0.82572 -0.86460  0.882
N -4.62436 -1.85345 5.08327  0.095
C -4.20014 -1.11733 3.98633  -0.328
C -3.36963 -1.74696 3.01695  -0.020
C -2.95363 -1.00757 1.96304  -0.086
C -3.27917 0.31518 1.81991  -0.271
C -3.95235 0.98137 2.83381  -0.051
C -4.45666 0.21500 3.88836  -0.050
S -2.56229 1.26590 0.41032  0.629
O -3.09896 2.62338 0.53771  -0.340
O -2.86556 0.43463 -0.72251  -0.332
N -0.96081 1.38772 0.47349  -0.108
C -0.27996 1.31410 1.59393  -0.449
N -0.87484 1.43462 2.83962  0.125
C -0.09564 1.10592 3.88021  -0.147
C 1.25525 0.84485 3.79399  -0.107
C 1.81166 0.92194 2.56533  -0.164
N 1.10206 1.11952 1.47354  0.064
H -4.78903 -2.80550 5.03520  0.056
H -5.10619 -1.39821 5.84454  0.085
H -3.09827 -2.76342 3.08420  0.096
H -2.35952 -1.59335 1.28272  0.098
H -4.15241 2.05372 2.73869  0.116
H -5.10913 0.55213 4.70717  0.112
H -0.62027 1.03143 4.87377  0.118
H 1.79424 0.60358 4.71951  0.097
H 2.86926 0.67984 2.29434  0.125
B 4.21994 2.32626 -0.61219  -0.397
N 4.21156 0.91007 -1.28163  -0.087
C 5.15247 0.30525 -2.01871  -0.127
C 4.63332 -0.83145 -2.62655  -0.063
C 3.23042 -0.79463 -2.28992  -0.096
N 3.02834 0.26097 -1.45654  -0.018
N 3.06108 3.13860 -1.32162  -0.075
C 3.31735 4.17951 -2.15884  -0.089
C 2.09411 4.64364 -2.70593  -0.079
C 1.16490 3.76462 -2.20246  -0.163
N 1.71189 2.82773 -1.39680  -0.018
H 3.87058 2.29313 0.55186  0.050
H 5.26323 2.82347 -1.06376  0.070
H 6.18607 0.72260 -2.02865  0.122
H 5.18734 -1.50772 -3.20844  0.059
H 2.49749 -1.53360 -2.47878  0.084
H 4.33533 4.47117 -2.31910  0.095
H 2.07065 5.44163 -3.40856  0.071
H 0.08746 3.58211 -2.42032  0.123
C -1.02001 -0.45419 -4.66698  -0.004
C -0.25029 -0.65776 -3.35470  -0.644
O -0.25245 -1.82972 -2.89519  -0.042
O 0.26584 0.39838 -2.85635  -0.108
H -1.75892 -1.27332 -4.73936  0.082
H -0.38040 -0.43730 -5.50340  0.054
H -1.54136 0.45235 -4.61989  0.049
C -1.88052 -3.46468 -1.05565  -0.071
N -0.65926 -3.08984 -0.41860  -0.203
C 0.37314 -4.08514 -0.31198  -0.046
C -0.36346 -1.78177 -0.51125  -0.371
O 0.76502 -1.41376 -0.23162  -0.038
H -2.41351 -4.24255 -0.51892  0.080
H -1.62978 -3.89795 -2.01378  0.078
H -2.46344 -2.51335 -1.13215  0.108
H 0.48047 -4.42250 -1.39754  0.116
H 0.22250 -4.93410 0.39754  0.091
H 1.31502 -3.63636 0.00391  0.080
H -1.14600 -1.16453 -0.87997  0.086

F_max in eV/Å: 3.47
Total charge: -1
Multiplicity: 6
<S²>: 8.7525
HOMO energy (spin up / spin down) in eV: -5.533 / -5.661
ΔE to the lowest compared entry with this formula, charge and spin in kJ/mol: 115.3
Orbital gap (spin up / spin down) in eV: 8.1 / 8.2


The following is a quantum chemistry calculation of a molecular structure, C21H27BN8O2Sc, from the OMol25 dataset.

Each line ends with the Löwdin charge.
Geometry (Å):
Sc -0.09865 -0.25094 0.06781  1.176
C -1.88153 1.67110 2.70094  -0.012
C -2.24913 1.91079 1.27416  -0.306
C -3.22428 2.74463 0.74449  0.043
C -3.16167 2.57601 -0.63335  -0.243
C -3.98702 3.22406 -1.69213  -0.001
N -2.19236 1.68971 -0.89801  0.034
N -1.62181 1.27406 0.27424  -0.014
B -1.69198 1.13689 -2.25957  -0.471
N -1.92094 -0.40137 -2.30007  0.038
N -1.41878 -1.23760 -1.33744  0.000
C -1.74637 -2.48798 -1.68052  -0.301
C -1.39284 -3.66272 -0.83260  -0.004
C -2.45963 -2.46433 -2.87551  0.042
C -2.54281 -1.12944 -3.24100  -0.245
C -3.18882 -0.53444 -4.44580  -0.002
N -0.17559 1.44005 -2.40401  0.039
N 0.73416 0.92386 -1.52353  -0.005
C 1.95238 1.30105 -1.93177  -0.298
C 3.18894 0.91011 -1.19440  -0.006
C 1.82950 2.06639 -3.08569  0.043
C 0.47083 2.12923 -3.35657  -0.243
C -0.22674 2.82767 -4.47388  0.000
H -2.38183 2.39084 3.34428  0.088
H -0.80660 1.76712 2.85809  0.082
H -2.17983 0.67183 3.02153  0.089
H -3.89470 3.39040 1.28512  0.122
H -4.70401 3.89971 -1.23212  0.089
H -4.53687 2.48316 -2.27242  0.088
H -3.36799 3.79751 -2.38186  0.087
H -2.28972 1.65215 -3.14877  0.117
H -0.70216 -3.38923 -0.03688  0.059
H -0.92741 -4.44279 -1.43363  0.094
H -2.29122 -4.08349 -0.37978  0.094
H -2.86666 -3.30614 -3.40910  0.123
H -3.64046 -1.32478 -5.04059  0.089
H -2.46244 -0.01075 -5.06719  0.085
H -3.96732 0.17664 -4.17056  0.087
H 2.95721 0.46264 -0.22858  0.063
H 3.82170 1.78033 -1.02552  0.093
H 3.76559 0.18449 -1.76882  0.095
H 2.62088 2.52332 -3.65486  0.124
H 0.50740 3.30186 -5.12070  0.089
H -0.90055 3.59745 -4.09754  0.090
H -0.81532 2.13280 -5.07219  0.082
O 0.57787 -0.77265 1.89966  -0.213
N 1.47833 -1.69172 2.09076  0.052
N 1.84727 -2.19293 0.99638  -0.188
O 1.33708 -1.75952 -0.12628  -0.164
C 2.82994 -3.25072 0.96222  -0.162
C 3.32855 -3.76315 2.15149  -0.008
C 4.26528 -4.77922 2.08229  -0.057
C 4.68654 -5.26663 0.85082  -0.062
C 4.17037 -4.73767 -0.32201  -0.057
C 3.23068 -3.71797 -0.27623  -0.005
H 2.99254 -3.37833 3.10255  0.115
H 4.66646 -5.19329 2.99692  0.114
H 5.41819 -6.06191 0.80832  0.113
H 4.49644 -5.11648 -1.28086  0.113
H 2.81562 -3.29444 -1.17815  0.116

F_max in eV/Å: 0.47
Total charge: +1
HOMO energy in eV: -11.859
ΔE to the lowest compared entry with this formula, charge and spin in kJ/mol: 0.0
Orbital gap in eV: 8.9


- Number 3 is which compound?
  C21H27BMnN9O5S


- ΔE to the lowest compared entry with this formula, charge and spin of number 2 (C21H26N6O4)?
  132.0 kJ/mol


- ΔE to the lowest compared entry with this formula, charge and spin of number 4 (C21H27BN8O2Sc)?
  0.0 kJ/mol